1.
The following is a DFT calculation (ωB97M-V/def2-TZVPD) of C21H34AuN9O4S3 as an isolated structure in a non-equilibrium geometry.

Charge ... +2
E_tot ... -2943.97210 hartree
Gap between HOMO and LUMO (alpha / beta) ... 7.354 / 4.922 eV
Spin multiplicity ... 3

Last column: Löwdin spin population.
CARTESIAN COORDINATES (ANGSTROEM)
Au -1.061 0.925 1.320  0.50
C -3.316 4.864 1.067  0.02
C -2.855 3.453 1.215  0.15
N -1.598 3.125 1.212  0.12
N -0.658 4.021 0.969  0.35
C 0.607 3.621 1.223  0.05
N 1.533 4.577 1.129  0.01
S 1.123 2.000 1.572  0.37
C -3.822 2.337 1.445  0.01
C -5.167 2.592 1.599  0.04
C -6.029 1.542 1.904  -0.01
C -5.516 0.271 2.046  0.03
C -4.151 0.078 1.861  0.01
N -3.329 1.082 1.567  0.10
H -2.477 5.514 0.847  0.00
H -3.802 5.215 1.981  0.01
H -4.045 4.922 0.255  0.01
H 1.260 5.530 0.948  0.00
H 2.504 4.366 1.279  0.00
H -5.548 3.600 1.492  0.00
H -7.089 1.729 2.035  0.00
H -6.151 -0.570 2.298  0.00
H -3.702 -0.907 1.956  0.00
C -0.183 -3.824 1.687  0.00
N 0.820 -2.883 2.225  0.01
C 2.201 -3.286 1.873  0.00
C 0.541 -1.782 2.945  0.02
S -1.033 -0.978 2.851  0.12
N 1.454 -1.305 3.798  0.01
C 2.397 -2.172 4.548  0.00
C 1.383 0.061 4.356  0.01
H -0.018 -4.805 2.133  0.00
H -0.056 -3.912 0.612  0.00
H -1.184 -3.500 1.914  0.00
H 2.197 -3.572 0.821  0.00
H 2.542 -4.142 2.451  0.00
H 2.888 -2.457 1.995  0.00
H 2.174 -3.218 4.401  0.00
H 2.271 -1.950 5.607  0.00
H 3.432 -1.970 4.276  0.00
H 0.979 0.758 3.640  0.00
H 2.395 0.365 4.615  0.00
H 0.765 0.078 5.255  0.00
C 4.372 -3.352 -4.347  0.00
C 4.077 -1.867 -4.105  0.00
S 2.513 -1.607 -3.297  0.00
O 1.822 -2.874 -3.145  0.00
O 2.714 -0.779 -2.121  0.00
C 1.584 -0.650 -4.460  0.00
C 0.103 -0.642 -4.083  0.00
N -0.201 0.277 -2.953  0.00
C -0.437 -0.113 -1.687  0.00
N -0.688 0.952 -0.926  0.05
C -0.637 2.064 -1.727  0.00
C -0.336 1.657 -2.970  0.00
N -0.167 2.509 -4.130  0.00
O 0.183 1.986 -5.183  0.00
O -0.385 3.694 -3.964  0.00
C -0.409 -1.521 -1.195  0.00
H 5.276 -3.437 -4.951  0.00
H 3.557 -3.846 -4.875  0.00
H 4.534 -3.882 -3.408  0.00
H 4.026 -1.300 -5.041  0.00
H 4.795 -1.385 -3.441  0.00
H 1.703 -1.118 -5.443  0.00
H 2.018 0.349 -4.475  0.00
H -0.216 -1.633 -3.781  0.00
H -0.470 -0.339 -4.940  0.00
H -0.790 3.079 -1.382  0.00
H -1.095 -2.160 -1.760  0.00
H -0.710 -1.517 -0.149  0.00
H 0.589 -1.940 -1.285  0.00

Forces on atoms 1 to 2 (eV/Å):
Au 0.3 -0.3 0.6
C -0.1 -0.2 0.0

2.
The following is a DFT calculation (ωB97M-V/def2-TZVPD) of one molecule with the formula C6H10O2 in a non-equilibrium geometry.

ΔE to the lowest compared entry with this formula, charge and spin ... 128.7 kcal per mole
E_tot ... -384.89729 hartree
Gap between HOMO and LUMO (alpha / beta) ... 7.087 / 6.674 eV

Last column: natural (NBO) charge in e.
CARTESIAN COORDINATES (ANGSTROEM)
C 0.188 0.759 -0.974  0.04
C 1.328 0.585 -1.949  -0.65
C -0.151 0.916 1.578  -0.62
C 0.538 0.036 0.532  0.43
C -0.600 -1.295 0.168  -0.07
C -1.687 -1.630 0.899  -0.30
O -0.850 -0.107 -1.087  -0.46
O 1.691 -0.394 0.677  -0.50
H -0.135 1.795 -0.841  0.16
H -0.013 -2.069 -0.309  0.22
H 2.265 0.959 -1.530  0.23
H 1.478 -0.469 -2.182  0.22
H 1.133 1.136 -2.873  0.21
H -0.266 0.303 2.474  0.22
H -1.127 1.248 1.234  0.23
H 0.489 1.774 1.782  0.24
H -2.322 -0.880 1.353  0.20
H -1.960 -2.667 1.049  0.21

Forces on atoms 1 to 2 (eV/Å):
C 1.3 -0.4 1.9
C -0.1 0.1 -0.2

3.
The following is a DFT calculation (ωB97M-V/def2-TZVPD) of C28H43BrN2P2Pt as an isolated structure in a non-equilibrium geometry.

Charge ... +2
E_tot ... -4577.50506 hartree
Gap between HOMO and LUMO (alpha / beta) ... 7.048 / 5.474 eV
Spin multiplicity ... 3

Last column: Löwdin spin population.
CARTESIAN COORDINATES (ANGSTROEM)
C 0.265 -6.600 2.549  0.00
C 0.025 -6.048 1.262  0.00
C -0.321 -6.957 0.242  0.00
C -0.184 -8.336 0.478  0.00
N 0.175 -8.842 1.658  0.00
C 0.371 -8.004 2.680  0.00
C 0.183 -4.616 0.993  0.01
C 0.618 -3.477 0.823  0.00
C 1.507 -2.375 0.731  0.01
C 1.198 -1.188 1.486  0.03
C 2.310 -0.379 1.844  0.02
C 3.559 -0.433 1.205  0.00
C 3.635 -1.346 0.133  0.00
C 2.728 -2.435 0.065  0.00
Pt -0.173 0.353 0.086  0.98
P -2.126 1.728 0.204  0.12
H -0.655 -6.604 -0.735  0.00
H 0.410 -5.976 3.432  0.00
H -0.357 -9.049 -0.330  0.00
H 0.643 -8.445 3.639  0.00
H 2.859 -3.307 -0.590  0.00
H 0.357 -1.276 2.193  0.01
H 4.343 -1.174 -0.675  0.00
H 2.067 0.516 2.398  0.00
C -1.720 3.556 -0.019  0.00
C -2.663 4.563 -0.674  0.00
H -0.744 3.593 -0.515  0.00
H -1.492 3.894 1.003  0.00
H -2.191 5.557 -0.589  0.00
H -2.803 4.369 -1.747  0.00
H -3.642 4.609 -0.180  0.00
C -3.568 0.989 -0.673  0.03
C -4.024 -0.256 0.088  0.01
H -3.220 0.734 -1.700  0.00
H -4.354 1.769 -0.764  0.00
H -4.314 -1.005 -0.641  0.00
H -3.210 -0.680 0.675  0.01
H -4.890 -0.033 0.708  0.00
C -2.783 1.874 1.917  0.03
C -4.061 2.699 2.121  0.01
H -1.962 2.307 2.505  0.00
H -2.935 0.851 2.275  0.00
H -4.461 2.493 3.124  0.00
H -3.877 3.780 2.078  0.00
H -4.864 2.470 1.411  0.00
Br 4.603 1.137 1.344  0.00
P 1.142 0.934 -1.800  0.26
C -0.366 1.798 -2.443  0.03
C -0.884 2.015 -3.842  0.01
H -0.317 2.778 -1.943  0.00
H -1.175 1.219 -1.943  0.01
H -1.974 2.096 -3.753  0.00
H -0.530 2.966 -4.236  0.00
H -0.651 1.191 -4.506  0.00
C 2.866 1.761 -2.305  0.06
C 3.559 1.713 -3.698  0.02
H 3.566 1.330 -1.559  0.00
H 2.739 2.830 -2.040  0.00
H 4.442 2.387 -3.632  0.00
H 3.968 0.723 -3.960  0.00
H 2.944 2.060 -4.550  0.00
C 1.185 -0.858 -2.242  0.06
C 0.978 -1.577 -3.570  0.02
H 0.434 -1.302 -1.538  0.03
H 2.155 -1.205 -1.858  0.00
H 1.223 -2.635 -3.386  0.00
H -0.057 -1.550 -3.914  0.00
H 1.633 -1.198 -4.350  0.00
C 1.974 3.826 3.829  0.00
C 1.148 2.620 3.360  0.01
C 0.823 2.480 1.952  0.06
N 0.518 1.992 0.917  0.14
H 3.039 3.638 3.634  0.00
H 1.853 3.897 4.911  0.00
H 1.646 4.767 3.359  0.00
H 1.669 1.714 3.698  0.00
H 0.188 2.593 3.893  0.00

Forces on atoms 1 to 2 (eV/Å):
C 0.3 -0.3 -0.4
C -0.7 -0.5 0.3